1.
45
Properties=species:S:1:pos:R:3 method="wB97M-V/def2-TZVPD" smiles="[H]/N=C/NCC[C@H](C)N.O.O.O.O.O.O.O.O" homo_lumo_gap_ev=9.27
H 1.070 -3.011 1.116
N 1.126 -2.550 0.210
C 0.248 -2.573 -0.680
N 0.709 -1.991 -1.905
C -0.384 -1.287 -2.704
C -0.588 0.105 -2.136
C -1.481 0.092 -0.860
C -2.869 0.612 -1.229
N -0.899 0.647 0.319
H -0.725 -3.077 -0.811
H 1.538 -1.406 -1.743
H -0.018 -1.210 -3.819
H -1.279 -1.914 -2.809
H -1.080 0.711 -2.973
H 0.366 0.508 -1.955
H -1.739 -0.978 -0.606
H -3.411 0.067 -2.040
H -2.819 1.584 -1.393
H -3.651 0.483 -0.389
H -0.539 1.548 0.060
H -0.213 -0.092 0.642
O 0.061 3.504 0.012
H -0.678 3.756 -0.564
H 0.816 3.246 -0.569
O 2.997 -0.185 -1.216
H 3.923 -0.215 -0.962
H 2.654 -0.525 -0.395
O 1.434 0.195 3.276
H 0.993 -0.150 4.059
H 1.002 0.897 3.045
O 3.144 -0.830 1.458
H 2.699 -1.545 0.931
H 2.504 -0.594 2.162
O -1.767 -0.500 2.787
H -1.967 0.324 2.314
H -0.906 -0.824 2.404
O 0.154 2.266 2.571
H -0.371 2.471 1.806
H 0.154 3.231 3.029
O -2.038 -2.930 1.398
H -2.615 -2.320 0.850
H -2.144 -2.534 2.259
O 1.769 2.349 -1.619
H 2.281 1.566 -1.700
H 2.539 3.083 -1.630

---

2.
46
Properties=species:S:1:pos:R:3 method="wB97M-V/def2-TZVPD" smiles="C[C@@H](CCS)NC=O.O.O.O.O.O.O.O.O.O" homo_lumo_gap_ev=9.77
C -0.500 0.744 0.541
C -0.806 0.548 -0.951
C 0.029 1.257 -2.120
C -0.741 2.474 -2.606
S -1.042 3.955 -1.494
N -0.739 -0.990 -1.055
C -1.744 -1.801 -0.608
O -1.691 -3.078 -0.627
H 0.034 1.814 0.640
H -1.536 0.719 1.117
H 0.125 -0.111 0.904
H -1.877 0.966 -1.066
H 1.079 1.636 -1.809
H 0.234 0.337 -2.805
H -1.728 2.336 -3.140
H -0.274 2.956 -3.494
H -1.804 3.360 -0.486
H 0.234 -1.252 -1.139
H -2.747 -1.362 -0.402
O 2.583 0.905 0.973
H 2.442 0.103 0.380
H 3.261 0.475 1.563
O 1.555 -3.732 0.308
H 0.596 -3.871 0.182
H 1.530 -3.574 1.349
O 1.115 2.397 2.865
H 1.876 2.801 3.179
H 1.486 2.177 1.953
O 1.399 -2.881 2.878
H 1.546 -1.924 2.795
H 0.722 -2.932 3.523
O -3.409 0.742 -2.558
H -2.764 1.253 -3.225
H -3.377 0.029 -3.089
O 2.662 -1.658 -0.553
H 3.465 -1.989 -0.433
H 2.055 -2.376 -0.204
O -1.610 1.163 3.433
H -1.066 1.749 2.881
H -1.580 0.248 2.988
O 0.383 -0.242 3.833
H 0.683 0.540 3.470
H -0.123 -0.083 4.699
O 0.365 -1.261 -4.451
H -0.570 -1.071 -4.624
H 0.267 -1.500 -3.512

---

3.
44
Properties=species:S:1:pos:R:3 method="wB97M-V/def2-TZVPD" multiplicity=2 homo_lumo_gap_ev="10.15 / 5.25" total_charge=+1 s_squared=0.75
C -1.785 1.858 0.906
N -0.666 1.774 -0.062
C -0.724 0.571 -0.854
C 0.643 0.320 -1.589
C 1.562 -0.735 -0.958
O 1.491 1.479 -1.633
C -1.798 0.731 -1.983
H -2.734 1.557 0.443
H -1.731 2.835 1.360
H -1.650 0.966 1.546
H -0.512 2.598 -0.648
H -1.065 -0.203 -0.147
H 0.471 0.048 -2.606
H 2.509 -0.777 -1.514
H 1.199 -1.754 -0.962
H 1.806 -0.457 0.089
H 1.567 1.908 -0.776
H -1.500 1.392 -2.770
H -1.851 -0.233 -2.465
H -2.737 0.947 -1.521
H 0.296 -1.422 -4.136
H 1.036 -0.003 -4.412
O 0.812 -0.856 -4.756
H 0.784 2.221 1.943
H 0.268 3.571 1.802
O 1.060 3.130 2.121
H 0.546 -1.517 2.418
H -0.477 -0.821 3.445
O -0.348 -1.536 2.823
H 2.809 -1.884 2.003
H 2.820 -0.574 2.916
O 2.330 -1.085 2.267
H -1.272 -2.578 -3.035
H -0.615 -2.073 -1.687
O -0.484 -2.184 -2.651
H -1.717 -3.026 0.282
H -0.367 -2.433 0.646
O -1.069 -2.374 -0.002
H 3.849 1.751 2.202
H 2.518 2.070 2.896
O 3.302 1.515 2.956
H -2.117 -1.242 2.116
H -3.655 -1.632 2.190
O -2.804 -1.844 1.798

---

4.
44
Properties=species:S:1:pos:R:3 method="wB97M-V/def2-TZVPD" multiplicity=2 homo_lumo_gap_ev="10.49 / 6.04" total_charge=+1 s_squared=0.77
C 2.316 -1.952 2.854
C 3.080 -1.650 1.577
C 2.151 -1.592 0.303
C 1.532 -0.215 0.169
C 1.845 0.709 -0.736
N 0.413 0.033 1.154
H 2.255 -2.966 3.113
H 1.328 -1.473 2.794
H 2.847 -1.343 3.584
H 3.448 -0.573 1.763
H 3.914 -2.217 1.463
H 2.721 -2.021 -0.571
H 1.220 -2.233 0.285
H 2.609 0.503 -1.423
H 1.362 1.664 -0.840
H -0.025 1.002 0.875
H -0.392 -0.621 1.223
H -2.808 -0.187 2.342
H -2.265 0.599 3.666
O -2.446 0.685 2.642
H -0.961 0.582 -3.536
H -0.705 -0.180 -4.924
O -0.733 -0.252 -4.080
H -1.918 -0.626 -0.823
H -2.751 -2.026 -1.023
O -2.556 -1.194 -0.375
H -3.474 -1.233 1.274
H -3.593 -2.558 1.968
O -3.680 -1.672 2.062
H 1.862 0.764 4.599
H 1.986 0.961 3.039
O 2.440 0.808 3.866
H -0.615 2.154 -4.567
H -1.793 2.796 -3.774
O -1.554 2.018 -4.272
H -1.868 -1.695 -3.049
H -0.794 -2.540 -2.637
O -1.692 -2.376 -2.297
H -1.408 4.718 -0.745
H -0.810 3.989 0.500
O -0.708 4.022 -0.485
H -0.671 2.899 -2.224
H 0.888 2.234 -2.413
O 0.001 2.256 -2.322

---

5.
11
Properties=species:S:1:pos:R:3 method="wB97M-V/def2-TZVPD" smiles=N#C[C@@H]1[C@@H](C#N)C1(Br)Br homo_lumo_gap_ev=10.59
N 0.882 2.801 1.176
C 0.595 1.715 0.975
C 0.235 0.357 0.821
C 0.354 -0.287 -0.730
C 0.703 -1.744 -0.949
N 0.952 -2.810 -1.307
C -0.957 -0.033 -0.001
Br -1.982 -1.664 0.484
Br -2.078 1.450 -0.650
H 0.637 -0.268 1.592
H 0.658 0.484 -1.412

---

6.
10
Properties=species:S:1:pos:R:3 method="wB97M-V/def2-TZVPD" homo_lumo_gap_ev=8.20 total_charge=-1
C -1.159 1.071 2.198
C -0.222 0.538 1.614
C 0.644 0.036 0.658
C 0.103 -0.715 -0.454
Br -1.728 -1.027 -0.396
C 0.774 -0.705 -1.897
O 1.932 -0.496 -1.883
O -0.058 -0.768 -2.791
H -1.871 1.694 2.504
H 1.586 0.372 0.447

---

7.
13
Properties=species:S:1:pos:R:3 method="wB97M-V/def2-TZVPD" homo_lumo_gap_ev="7.44 / 7.66" total_charge=-2
C 0.313 -1.616 1.392
C 0.818 -0.958 0.395
C 2.030 -1.229 -0.447
C -1.112 2.523 -0.945
C -1.060 1.050 -0.236
O 1.935 -2.112 -1.325
O -0.397 3.407 -0.560
O 2.985 -0.519 -0.126
O -2.001 2.437 -1.794
F -1.737 0.120 -0.954
F -1.654 1.000 1.079
H -0.788 -1.448 1.720
H 0.668 -2.654 1.800

---

8.
8
Properties=species:S:1:pos:R:3 method="wB97M-V/def2-TZVPD" homo_lumo_gap_ev=8.66
O -0.190 -1.045 2.188
C -0.276 -0.766 1.015
C 0.881 -0.267 -2.224
C 0.107 0.780 -2.105
C -0.020 0.780 -0.798
C -0.065 0.608 0.497
H -0.544 -1.518 0.243
H 0.107 1.429 1.183

---

9.
8
Properties=species:S:1:pos:R:3 method="wB97M-V/def2-TZVPD" homo_lumo_gap_ev="6.48 / 6.49"
C -0.859 -1.123 -0.104
C 2.158 1.213 -0.077
C 0.131 -0.110 -0.318
C 1.000 0.695 0.069
C -1.768 -0.209 -0.074
O -2.816 0.163 0.304
H -0.958 -2.199 0.010
H 3.112 1.570 0.190

---

10.
8
Properties=species:S:1:pos:R:3 method="wB97M-V/def2-TZVPD" smiles="C#CC#CC=O" homo_lumo_gap_ev=9.63
C 2.775 -0.256 -0.029
C 1.653 0.007 -0.384
C 0.301 0.202 -0.535
C -0.905 0.283 -0.470
C -2.205 0.144 0.162
O -2.828 -0.888 0.176
H 3.731 -0.528 0.356
H -2.522 1.037 0.724

---

11.
10
Properties=species:S:1:pos:R:3 method="wB97M-V/def2-TZVPD" homo_lumo_gap_ev=9.83
C -1.851 -0.118 -0.006
C -0.128 0.804 -0.005
C 1.216 0.989 -0.015
C 0.797 -1.209 0.008
C -0.405 -0.587 0.016
H 1.841 1.855 0.006
H 1.171 -2.215 0.022
O -2.954 -0.536 -0.021
O -1.464 1.255 0.013
O 1.778 -0.237 -0.019

---

12.
13
Properties=species:S:1:pos:R:3 method="wB97M-V/def2-TZVPD" homo_lumo_gap_ev=3.77 total_charge=-2
O 4.879 -2.243 0.356
C 4.108 -1.573 0.945
O 4.283 -0.837 1.837
O 2.672 -1.449 0.323
C 1.718 -2.255 -0.103
O 1.991 -3.410 -0.440
C 0.426 -1.662 -0.322
C -0.060 -0.334 -0.245
C -1.322 -0.047 -0.431
S -2.292 -1.444 -1.062
S -0.743 -2.841 -0.970
H 0.571 0.492 0.020
H -1.789 0.912 -0.573

---

The calculated total energy results, record by record, are as follows: -26504.4739 -38453.3765 -25563.9378 -25560.7870 -148279.9809 -79353.3287 -18838.2821 -7258.0495 -7257.3849 -7260.2637 -11356.6541 -35076.8159 eV.
The molecular weight results, record by record, are as follows: 259.30 295.35 247.28 247.28 249.89 173.97 164.06 78.07 78.07 78.07 110.07 190.20 g/mol.